[1]
2 unconnected molecules or ions with the total composition C19H37BrO6P in a non-equilibrium geometry, computed with the ωB97M-V functional and the def2-TZVPD basis.

Last column: Löwdin charge in e.
Atoms and positions in Å:
Br (1.121, 1.830, 5.016)  0.6954
P (1.680, 0.095, 3.593)  0.6881
O (-2.841, 3.228, 4.421)  0.0825
O (-1.875, 2.492, 6.319)  0.0588
O (5.395, -0.680, -1.646)  0.0578
O (-0.578, 2.902, 4.480)  -0.2684
O (5.568, -2.702, -0.668)  0.0670
O (4.309, -1.072, 0.329)  0.0938
C (5.027, -1.452, -0.582)  -0.5171
C (-3.648, -0.296, -0.574)  -0.2485
C (-3.964, -0.479, -2.195)  -0.1924
C (6.395, -1.395, -2.347)  -0.1347
C (6.137, -2.815, -1.959)  -0.1348
C (0.565, 0.191, 2.027)  -0.3853
C (0.380, -1.697, -2.085)  -0.2149
C (-1.967, -1.836, -3.547)  -0.2079
C (-1.668, 2.876, 5.025)  -0.5144
C (1.033, 1.328, 0.942)  -0.2481
C (0.848, 0.950, -2.743)  -0.2033
C (-3.217, 2.816, 6.634)  -0.1216
C (-3.885, 2.850, 5.298)  -0.1253
C (-0.158, 1.418, -0.207)  -0.2243
C (-0.343, -2.059, -3.513)  -0.2091
C (-3.025, -1.683, 0.113)  -0.1374
C (-2.486, -0.402, -2.946)  -0.2196
C (1.452, -0.454, -2.148)  -0.1952
C (0.402, 2.051, -1.613)  -0.1945
H (-0.476, -1.560, -1.293)  0.0735
H (-4.607, -0.041, 0.058)  0.1014
H (-0.674, 0.372, -0.301)  0.0689
H (2.320, -0.797, -2.892)  0.1204
H (-4.543, -1.467, -2.451)  0.1179
H (1.478, -1.199, 4.255)  0.0069
H (-1.753, 0.098, -2.183)  0.0685
H (-0.551, 0.463, 2.342)  0.1151
H (0.246, -1.514, -4.381)  0.1174
H (-2.882, 0.590, -0.362)  0.0824
H (3.093, 0.215, 3.251)  0.0089
H (-3.237, 3.789, 7.136)  0.1447
H (-0.975, 2.164, 0.242)  0.1269
H (-2.639, 0.333, -3.869)  0.1194
H (1.965, -0.344, -1.097)  0.0876
H (1.054, 2.402, 1.456)  0.1277
H (-2.484, -2.377, -0.666)  0.0604
H (-2.358, -1.890, -4.673)  0.1242
H (0.592, -0.870, 1.516)  0.1106
H (1.345, 2.719, -1.323)  0.1235
H (7.053, -3.412, -1.928)  0.1417
H (1.726, 1.456, -3.372)  0.1188
H (5.415, -3.305, -2.622)  0.1386
H (-4.263, 1.868, 4.995)  0.1413
H (-4.704, 3.573, 5.260)  0.1464
H (-4.572, 0.493, -2.507)  0.1138
H (-3.890, -2.284, 0.666)  0.0850
H (0.996, -2.653, -1.731)  0.1165
H (2.094, 1.162, 0.474)  0.1100
H (-3.651, 2.064, 7.298)  0.1458
H (-2.545, -2.687, -2.953)  0.1072
H (-0.155, -3.225, -3.691)  0.1161
H (6.303, -1.235, -3.424)  0.1412
H (-0.039, 0.810, -3.518)  0.1052
H (-0.481, 2.715, -2.064)  0.1247
H (-2.235, -1.389, 0.947)  0.0549
H (7.378, -1.044, -2.017)  0.1397

Properties
- molecular weight (g mol⁻¹) = 472.38
- DFT total energy (eV) = -111905.4915
- E_LUMO (eV) = -3.7
- charge = +1

=====

[2]
A molecular structure, C19H37CaO11S3 in a non-equilibrium geometry, computed with the ωB97M-V functional and the def2-TZVPD basis.

Last column: Löwdin charge in e.
Atoms and positions in Å:
Ca (-0.127, -0.452, 0.331)  1.4143
S (2.619, 0.933, 2.462)  0.7118
S (1.425, -0.141, -3.012)  0.7230
S (-1.476, 2.798, -1.036)  0.7150
O (-2.097, -0.591, -1.225)  -0.1424
O (4.057, 0.993, 2.355)  -0.3254
O (-1.908, -1.139, 3.370)  -0.0049
O (1.773, 0.415, 1.408)  -0.4325
O (-0.491, 1.825, -0.606)  -0.3998
O (1.071, -0.326, -1.628)  -0.4243
O (1.261, 1.137, -3.674)  -0.3091
O (-1.153, 4.215, -0.974)  -0.3426
O (-1.753, -2.208, 0.181)  -0.0864
O (-1.388, 0.572, 2.041)  -0.2121
O (0.983, -2.361, 1.323)  -0.3699
C (1.895, 1.116, 5.032)  -0.2005
C (-2.551, -1.450, -0.395)  -0.7448
C (1.263, 2.355, 4.303)  -0.2032
C (-2.986, 2.472, -0.068)  -0.1893
C (3.234, -2.389, 0.488)  -0.0933
C (3.069, -1.771, -4.430)  -0.2129
C (-2.015, 0.044, 3.030)  -0.7380
C (2.001, 2.532, 2.996)  -0.2305
C (2.155, 0.015, 4.004)  -0.1643
C (1.932, -3.141, 0.688)  -0.6433
C (-4.005, -1.477, 0.032)  -0.0125
C (1.733, -1.581, -5.192)  -0.2189
C (-4.113, 2.078, -1.083)  -0.1916
C (-2.958, 0.970, 3.781)  -0.0284
C (1.350, -3.738, -0.601)  -0.0786
C (-3.726, 2.420, -2.539)  -0.1896
C (3.186, -0.685, -3.319)  -0.1685
C (0.787, -1.486, -4.037)  -0.2401
C (-2.184, 2.438, -2.657)  -0.2187
H (-4.193, 3.357, -2.839)  0.1020
H (-3.672, 0.298, 4.259)  0.0678
H (3.507, -1.262, -2.451)  0.0856
H (4.032, -2.762, -0.167)  0.0596
H (1.478, 3.109, 2.234)  0.1124
H (-4.217, -2.201, 0.821)  0.0783
H (-3.318, 3.308, 0.539)  0.0991
H (3.913, -1.533, -5.085)  0.1041
H (2.745, 1.581, 5.540)  0.1054
H (1.505, 3.233, 4.903)  0.1042
H (2.158, -3.985, 1.373)  0.1105
H (3.870, 0.116, -3.569)  0.0980
H (1.986, -4.564, -0.958)  0.0598
H (0.371, -4.195, -0.443)  0.0690
H (3.013, -1.374, 0.133)  0.0403
H (-4.216, 1.000, -0.970)  0.0720
H (1.164, -3.020, -1.407)  0.0346
H (1.468, -2.462, -5.777)  0.1149
H (-0.265, -1.300, -4.272)  0.1158
H (-2.527, 1.627, 4.536)  0.0588
H (-3.955, 1.645, -3.269)  0.1065
H (3.674, -2.135, 1.459)  0.0636
H (-5.030, 2.522, -0.699)  0.1030
H (1.272, -0.544, 3.692)  0.1038
H (0.183, 2.297, 4.187)  0.1047
H (-4.242, -0.576, 0.613)  0.0685
H (1.778, -0.712, -5.845)  0.1153
H (2.918, 3.120, 3.109)  0.0972
H (-3.450, 1.604, 3.040)  0.0558
H (0.765, -2.436, -3.501)  0.1057
H (3.221, -2.764, -4.018)  0.1128
H (2.997, -0.656, 4.152)  0.0999
H (1.307, 0.791, 5.892)  0.1083
H (-2.750, 1.591, 0.528)  0.0577
H (-1.740, 3.068, -3.423)  0.1030
H (-1.902, 1.406, -2.873)  0.0837
H (-4.710, -1.589, -0.792)  0.0704

Properties
- molecular weight (g mol⁻¹) = 577.77
- DFT total energy (eV) = -93774.4169
- energy above the lowest of the compared OMol25 structures with the same formula, charge and spin (eV) = 0.000
- E_LUMO (eV) = 2.2
- charge = -1

=====

[3]
A molecular structure, C19H37N2O2PSiZr in a non-equilibrium geometry, computed with the ωB97M-V functional and the def2-TZVPD basis.

Last column: Löwdin charge in e.
Atoms and positions in Å:
Zr (-0.134, -0.268, 0.422)  1.2776
P (-0.389, 1.888, -1.415)  0.7095
Si (-1.875, 1.395, 1.689)  0.4077
O (-1.081, -0.885, -1.299)  -0.5298
O (0.374, -2.074, 1.191)  -0.2010
N (2.021, -3.430, 1.864)  0.1302
N (1.401, 0.902, 0.815)  -0.2713
C (3.753, 1.262, 1.053)  -0.0854
C (0.335, 1.419, -3.019)  -0.2738
C (0.776, -3.265, 1.443)  -0.3723
C (-1.687, -3.069, -2.091)  -0.0789
C (3.204, 3.228, 2.992)  -0.1274
C (-2.075, 2.332, -1.947)  -0.2768
C (0.377, -5.360, 0.164)  -0.1825
C (0.394, 3.505, -1.092)  -0.2709
C (4.794, 1.892, 1.713)  -0.1365
C (-3.731, 1.031, 1.503)  -0.3818
C (2.146, 2.614, 2.343)  -0.0634
C (4.528, 2.870, 2.689)  -0.1444
C (-0.129, -4.444, 1.279)  -0.0856
C (2.758, -5.671, 1.062)  -0.1862
C (1.448, -6.335, 0.651)  -0.2078
C (-3.462, -1.283, -1.617)  -0.0633
C (2.394, 1.587, 1.366)  -0.4690
C (2.624, -4.723, 2.246)  -0.1426
C (-2.067, -1.601, -2.147)  -0.4868
H (-0.472, -5.936, -0.226)  0.1211
H (-1.659, 1.340, 3.174)  -0.1175
H (-2.012, 3.085, -2.744)  0.0420
H (1.053, -6.915, 1.497)  0.1197
H (3.472, -6.456, 1.350)  0.1181
H (-2.597, 1.445, -2.330)  0.0300
H (3.204, -5.141, 0.209)  0.1261
H (1.102, 2.845, 2.582)  0.0891
H (-1.768, 2.851, 1.310)  -0.0939
H (5.357, 3.349, 3.213)  0.0820
H (-2.639, 2.739, -1.101)  0.0230
H (-1.130, -4.050, 1.057)  0.1221
H (3.916, 0.474, 0.312)  0.0855
H (-3.716, -1.954, -0.784)  0.0783
H (1.479, 3.368, -1.008)  0.0415
H (1.429, 1.423, -2.946)  0.0443
H (-1.929, -3.516, -1.119)  0.0613
H (0.021, 2.118, -3.806)  0.0429
H (2.535, -2.567, 2.048)  0.1766
H (-4.113, 1.394, 0.539)  -0.0048
H (5.822, 1.614, 1.479)  0.0892
H (-0.616, -3.196, -2.275)  0.0738
H (-2.228, -3.643, -2.849)  0.0805
H (-4.208, -1.431, -2.403)  0.0793
H (2.010, -5.173, 3.039)  0.1286
H (-4.265, 1.546, 2.318)  0.0056
H (3.004, 3.986, 3.751)  0.0941
H (3.614, -4.498, 2.654)  0.1294
H (0.007, 0.406, -3.280)  0.0250
H (1.663, -7.050, -0.153)  0.1162
H (0.760, -4.758, -0.676)  0.1238
H (0.177, 4.217, -1.901)  0.0424
H (-3.541, -0.253, -1.250)  0.0512
H (0.025, 3.905, -0.142)  0.0284
H (-2.089, -1.349, -3.211)  0.1214
H (-3.933, -0.048, 1.586)  -0.0003
H (-0.156, -4.967, 2.249)  0.1362

Properties
- molecular weight (g mol⁻¹) = 475.80
- DFT total energy (eV) = -45826.4851
- energy above the lowest of the compared OMol25 structures with the same formula, charge and spin (eV) = 0.000
- E_LUMO (eV) = -0.1